Below is a molecular structure, C35H57B2HgN3O19 at a distorted geometry, with properties calculated with ωB97M-V with the def2-TZVPD basis set.

Results
Net charge: +1
Electronic energy, Ha: -3164.62879
Expectation value of S²: 0.754
HOMO energy (alpha / beta), eV: -11.03 / -11.03
Gap between HOMO and LUMO (alpha / beta), eV: 5.38 / 3.05
Spin multiplicity: 2

Positions of all 117 atoms, in Å:
Hg -0.2873 -0.0706 -0.0527
O 4.0846 0.4337 1.2677
C 3.7912 -0.5945 1.9161
O 4.4274 -1.2500 2.8210
B 3.6995 -2.4456 3.2880
O 2.4830 -2.4090 2.4686
C 2.4490 -1.3307 1.7476
O 1.4832 -0.8301 1.1518
O 3.3230 -2.4357 4.7216
C 3.5301 -3.6469 5.2503
O 3.0683 -4.0530 6.3933
C 4.3949 -4.4563 4.3025
O 4.5415 -3.6347 3.1999
O 4.8839 -5.5778 4.4725
O -4.5690 5.9048 -4.3564
C -4.5557 4.9150 -3.6390
O -3.6459 4.5645 -2.7322
B -4.2683 3.4651 -1.9368
O -5.5706 3.2323 -2.5450
C -5.8266 3.9297 -3.5078
O -6.8476 3.9241 -4.2278
O -3.4623 2.2504 -2.0545
C -2.8841 1.9822 -0.8855
O -2.1424 1.0434 -0.6158
C -3.4667 2.9429 0.1246
O -4.2826 3.7896 -0.4983
O -3.1481 2.9294 1.3075
C -0.6445 2.3935 4.5651
C 0.2245 1.4543 3.7880
C 1.2098 0.6591 4.7228
C 0.5298 -0.3602 5.6720
C -0.2143 -1.3115 4.7664
C -1.2096 -0.6605 3.7362
N -0.5170 0.4215 3.0157
O -1.3112 0.9843 2.0439
C -1.6522 -1.7683 2.7736
C -2.5555 -0.2292 4.3540
C 1.0888 2.2412 2.7733
H -0.2565 3.3699 4.8554
H -1.0516 1.9424 5.4700
H -1.4864 2.5820 3.8989
H 1.9656 0.1933 4.0904
H 1.8507 1.3109 5.3165
H -0.1449 0.1003 6.3937
H 1.3049 -0.8155 6.2885
H -0.7217 -2.1006 5.3213
H 0.5664 -1.8923 4.2751
H -2.0636 -2.6542 3.2574
H -2.4096 -1.5222 2.0293
H -0.8155 -2.1187 2.1693
H -3.1166 0.4620 3.7250
H -3.1616 -1.1176 4.5315
H -2.4660 0.2872 5.3097
H 0.3800 2.8387 2.1999
H 1.7371 1.5793 2.1992
H 1.6854 3.0050 3.2719
H -2.0160 1.4091 2.5382
C -1.9399 -0.5817 -3.0683
C -1.7276 -2.0769 -2.7938
C -0.8262 -2.4553 -3.9650
C -0.3131 -3.9393 -3.7726
C 0.5177 -3.9759 -2.4571
C -0.3477 -3.6384 -1.2331
N -1.0140 -2.3513 -1.4714
O -1.8268 -1.9322 -0.4267
C -1.3523 -4.8006 -0.8822
C 0.7003 -3.4847 -0.0837
C -3.0567 -2.8143 -2.9531
H -1.0439 -0.0031 -2.8435
H -2.8354 -0.2072 -2.5723
H -2.0701 -0.3988 -4.1349
H -1.4434 -2.4198 -4.8627
H 0.0013 -1.7624 -4.1169
H 0.3975 -4.2244 -4.5485
H -1.0947 -4.6976 -3.8186
H 1.3358 -3.2608 -2.5433
H 0.8375 -4.9794 -2.1764
H -1.1203 -5.1686 0.1172
H -2.4225 -4.7371 -0.6857
H -1.2401 -5.6250 -1.5864
H 0.9575 -4.4925 0.2423
H 1.5850 -2.9066 -0.3506
H 0.2527 -2.9975 0.7826
H -3.5417 -2.7369 -3.9261
H -3.8380 -2.4636 -2.2787
H -2.9835 -3.8384 -2.5872
H -2.6289 -2.4597 -0.4211
C 2.0636 -0.5211 -2.4390
C 2.2270 1.0820 -2.6217
C 1.6328 1.3856 -4.0919
C 1.5318 2.9048 -4.3665
C 0.8406 3.5697 -3.1812
C 1.3254 3.2815 -1.7635
N 1.4046 1.8032 -1.5925
O 1.7282 1.4783 -0.2678
C 2.6835 4.0728 -1.3934
C 0.1819 3.8423 -0.8611
C 3.7603 1.3207 -2.5311
H 2.2986 -1.0459 -3.3649
H 1.0736 -0.9114 -2.2029
H 2.6786 -0.9121 -1.6285
H 2.3323 1.0261 -4.8465
H 0.6412 0.9560 -4.2344
H 1.0162 3.0563 -5.3149
H 2.5746 3.2215 -4.3455
H -0.1576 3.1490 -3.3020
H 0.8038 4.6424 -3.3709
H 3.4524 3.8323 -2.1277
H 2.4841 5.1444 -1.4026
H 2.8585 3.7526 -0.3663
H -0.8181 3.7340 -1.2812
H 0.1430 3.5578 0.1904
H 0.1731 4.9322 -0.8711
H 4.2971 0.5212 -3.0416
H 4.1145 1.4041 -1.5037
H 4.1525 2.1926 -3.0547
H 2.6527 1.7012 -0.1364